(1)
Below is the ion C3H10N3O2 with charge +1 in a non-equilibrium geometry, with properties calculated with the ωB97M-V functional and the def2-TZVPD basis.

```
18
Properties=species:S:1:pos:R:3:forces:R:3
C 0.490 0.309 1.462 0.0403 -1.8095 2.8151
C 0.795 -1.107 -0.601 1.3959 -0.1206 -1.9291
C -1.490 -0.912 0.393 1.8417 1.5382 -3.0192
N -0.376 1.035 -0.602 -4.1506 -0.3268 -0.9336
N 0.611 1.920 -1.133 -0.3561 -2.1943 0.6990
N -0.072 -0.128 0.156 0.1833 -1.1680 -0.4433
O 1.674 1.796 -0.602 0.9106 0.3965 0.0087
O 0.232 2.594 -2.015 -0.3436 1.0658 -0.7607
H -0.232 0.925 1.980 -0.1177 0.7926 -0.5493
H 0.440 -0.570 2.179 0.5787 0.5034 -1.1858
H 1.511 0.743 1.483 -0.9278 -0.3884 -0.6514
H 0.587 -1.125 -1.673 -0.5892 0.8614 0.0423
H 1.899 -1.085 -0.613 -0.4925 1.2431 0.9216
H 0.623 -2.120 -0.399 -0.8593 -1.3063 1.3632
H -1.969 -1.105 -0.580 0.4579 0.5807 -0.0703
H -1.298 -1.880 0.718 0.6519 -1.2737 1.5344
H -2.065 -0.237 0.924 -1.1265 0.8892 1.5731
H -1.358 0.948 -1.076 2.9028 0.7168 0.5855
```
Forces are in eV/Å.

Results
Energy above the lowest of the compared OMol25 structures with the same formula, charge and spin, kcal/mol: 203.7
Orbital gap, eV: 12.28
SMILES string: C[N+](C)(C)N[N+](=O)[O-]
Maximum force, eV Å⁻¹: 4.27
Net charge: +1

=====

(2)
Below is a cluster of 11 separate species, C55H127N9O15 in total in a non-equilibrium geometry, with properties calculated with the ωB97M-V functional and the def2-TZVPD basis.

```
206
Properties=species:S:1:pos:R:3:forces:R:3
C 1.685 -2.267 7.593 0.6631 -1.0118 -2.8734
C 2.515 -1.556 6.393 -1.2096 -0.2349 1.0781
O 2.065 -1.804 4.996 0.5258 0.1318 2.8001
O 2.266 -3.584 7.634 0.5507 0.2596 0.6445
H 0.639 -2.501 7.397 -0.2639 0.9836 -0.5490
H 1.704 -1.651 8.493 0.6596 -0.2233 0.2141
H 3.567 -1.818 6.505 -0.0666 -0.7859 -0.1082
H 2.553 -0.510 6.695 -0.6439 0.4372 -0.8583
H 2.298 -0.988 4.547 -0.0661 0.6663 -0.2865
H 1.741 -4.177 8.176 -0.1045 0.0862 0.1467
C -3.498 -2.339 0.763 -2.0500 0.0440 0.5150
C -4.972 -2.921 0.810 0.0188 -0.5022 -0.4896
O -5.875 -2.444 -0.215 1.0812 0.5356 -0.6206
O -2.848 -2.452 -0.464 0.4747 -0.1444 -0.9036
H -2.857 -2.930 1.418 -0.4254 0.1005 0.5717
H -3.548 -1.303 1.099 0.2323 0.2146 0.0224
H -5.594 -2.738 1.686 1.2321 0.0025 0.8991
H -4.840 -3.995 0.678 -0.1693 -0.2452 0.0527
H -6.760 -2.732 0.022 0.0510 -0.0714 -0.0286
H -3.430 -2.465 -1.227 -0.3791 0.1981 0.1080
C 0.399 -4.030 3.178 -0.8299 -0.9737 -0.4700
C 0.614 -5.164 4.250 0.2519 -0.1678 -1.0936
O -0.622 -5.769 4.622 -0.8622 0.8404 0.8082
O -0.027 -2.791 3.665 -1.0906 0.1945 0.6340
H -0.431 -4.406 2.580 -0.1822 -0.1438 -0.0739
H 1.133 -3.742 2.426 1.0374 -1.1691 0.2927
H 1.177 -4.812 5.114 0.0324 0.1373 0.0310
H 1.045 -6.095 3.881 1.3658 0.7720 -0.7871
H -0.698 -5.672 5.574 -0.3664 0.0031 -0.0286
H 0.646 -2.487 4.279 0.4044 0.4565 0.4502
C 2.299 2.300 -1.944 2.3990 0.6726 -0.0186
C 2.326 3.857 -2.085 -5.2707 -1.6690 2.2833
O 3.253 4.387 -2.856 3.4255 1.0193 -2.1777
O 2.530 1.706 -3.210 -1.1359 -0.4640 -0.9276
H 1.410 1.842 -1.510 -0.1352 0.6688 -0.1166
H 3.147 1.928 -1.369 0.0305 0.3281 0.8013
H 2.162 4.455 -1.188 0.6363 -0.7045 1.0959
H 1.352 4.074 -2.523 -0.6485 -0.2402 -0.5821
H 2.969 5.296 -2.979 0.4678 0.0849 -0.4063
H 3.219 2.156 -3.704 0.1317 0.3383 0.1723
C 3.109 1.672 3.776 1.8635 2.8437 -5.9045
O 2.405 0.912 4.272 -6.0374 -5.9269 3.8938
N 3.014 2.022 2.474 0.8605 0.5672 -0.3863
N 4.093 2.178 4.409 4.7970 2.5285 3.3128
H 3.855 2.367 2.034 -0.5343 0.1523 -0.1933
H 2.186 1.814 1.935 -0.2468 -0.0215 -0.5112
H 4.692 2.921 4.080 -0.3670 -0.1612 -0.0693
H 4.221 1.897 5.370 -0.0281 0.0614 -0.2325
C 0.264 0.495 1.096 -0.9673 -0.8534 0.2680
O 0.801 1.549 0.819 1.3390 1.4100 0.1085
N 0.438 -0.279 2.139 2.5431 -0.6432 3.1517
N -0.699 0.010 0.359 -2.2014 0.0217 -2.9584
H -0.008 -1.160 2.352 -0.2031 0.0238 -0.2530
H 1.264 -0.106 2.693 -0.1685 0.1313 0.3001
H -1.109 -0.903 0.492 -0.0164 0.3436 -0.4194
H -0.869 0.605 -0.439 -0.5955 -0.6820 -0.1786
C -3.915 1.480 -0.188 -0.7324 0.8060 -1.3159
C -5.021 2.359 -0.933 0.3216 -1.1326 -0.3654
C -4.788 2.341 -2.511 1.0256 0.5125 1.5629
C -5.918 2.930 -3.315 -0.1222 -1.4164 0.8658
C -7.207 2.176 -2.951 0.4776 0.8880 -1.5432
C -7.494 1.991 -1.477 -2.3602 1.2392 -0.9924
N -6.305 1.682 -0.763 0.2802 -0.7109 -2.4833
O -6.695 1.264 0.464 0.5413 -0.5328 2.3895
C -8.167 3.296 -0.886 0.3333 -0.3292 0.1199
C -8.557 0.844 -1.461 -0.1734 -0.5741 0.3865
C -5.005 3.751 -0.317 0.4577 -0.2938 -0.1735
H -4.191 0.434 -0.322 0.1219 -0.0473 0.2997
H -3.757 1.776 0.849 -0.4169 -0.2280 0.0793
H -2.953 1.641 -0.674 0.0203 0.0659 -0.1985
H -3.849 2.874 -2.662 0.1263 0.2460 -0.1376
H -4.586 1.334 -2.876 -0.1710 -0.2926 0.3426
H -5.745 2.647 -4.353 0.1308 0.8736 -0.2210
H -6.069 3.992 -3.121 0.2498 0.0751 -0.3836
H -7.251 1.225 -3.482 0.4185 -0.2741 0.2179
H -7.900 2.788 -3.529 -1.0567 -0.1475 0.7021
H -9.044 3.695 -1.395 -0.0610 -0.4523 -0.3488
H -8.467 3.099 0.143 0.1127 0.0468 0.0880
H -7.435 4.103 -0.882 -0.1639 -0.0838 0.0721
H -8.269 -0.101 -1.923 0.7657 0.1791 -0.4870
H -8.911 0.455 -0.506 0.0778 0.7842 0.4837
H -9.451 1.136 -2.012 0.0578 0.3706 -0.0135
H -5.601 4.454 -0.899 0.1375 0.0941 0.3379
H -3.976 4.104 -0.248 0.0543 0.1782 -0.0909
H -5.363 3.603 0.702 -0.2675 0.4692 0.0276
H -6.613 0.316 0.335 -0.0714 -0.3950 0.7063
C 2.249 2.333 -6.788 1.0571 1.2638 -1.7622
C 0.713 2.281 -6.994 1.5433 -2.0067 0.0067
C 0.564 1.092 -8.070 -0.0868 0.8214 0.1413
C -0.639 0.239 -7.920 -1.6602 -0.9986 0.6367
C -0.901 -0.206 -6.494 0.5896 0.6882 0.6718
C -0.947 0.988 -5.477 0.2853 -1.2114 -0.9188
N 0.270 1.851 -5.663 -1.5876 -3.4068 -0.5621
O 0.289 2.832 -4.714 -0.2102 1.4016 0.5017
C -2.194 1.715 -5.836 -1.4881 0.5590 0.8020
C -1.010 0.288 -4.056 0.5346 1.5303 0.2270
C 0.120 3.582 -7.520 -0.5048 0.1100 0.9304
H 2.790 1.590 -6.201 -0.9923 -0.0297 0.7906
H 2.606 3.340 -6.574 -0.0245 0.0432 0.5585
H 2.740 2.117 -7.737 -0.0966 0.3660 -0.6047
H 0.450 1.529 -9.062 0.5306 0.4442 -0.0231
H 1.474 0.494 -8.092 -0.0584 -0.0316 0.2477
H -0.724 -0.666 -8.522 0.9670 -0.1362 -0.3476
H -1.544 0.723 -8.287 0.0046 0.6114 0.1180
H -0.139 -0.886 -6.113 0.1705 -0.2519 -0.3114
H -1.864 -0.716 -6.483 -0.0429 -0.1080 0.3375
H -3.027 1.108 -5.480 -0.3358 0.1964 0.2918
H -2.215 2.692 -5.352 -0.2392 0.0955 -0.0343
H -2.414 1.813 -6.899 0.5299 0.2375 0.0032
H -0.141 -0.353 -3.902 -0.2223 -0.2722 -0.2424
H -0.983 0.955 -3.194 0.5430 0.9607 -0.1972
H -1.950 -0.167 -3.742 -0.1570 -0.7433 -1.1281
H 0.019 4.292 -6.699 0.4850 0.1571 0.1157
H -0.927 3.442 -7.787 0.0735 -0.2046 -0.6110
H 0.708 4.040 -8.316 -0.1222 -0.1974 -0.0754
H 0.873 2.439 -4.062 0.5919 0.1057 0.4121
C 4.298 -3.768 3.632 0.6737 1.0346 0.2553
C 4.940 -3.579 2.229 0.3527 -0.2857 -1.2276
C 3.989 -2.726 1.398 -0.9418 2.3141 -0.0354
C 4.078 -1.135 1.514 1.7854 -1.2640 0.2219
C 5.572 -0.676 1.415 -1.5791 -0.5551 -0.3164
C 6.524 -1.391 2.399 -0.7765 1.1210 -0.3466
N 6.315 -2.889 2.146 -0.5114 0.2451 -0.0344
O 7.218 -3.677 2.884 0.2256 0.4089 -0.0120
C 7.953 -0.854 2.042 -0.2283 -1.1847 -0.0913
C 6.205 -0.850 3.809 -0.6223 -0.9747 0.7786
C 5.025 -5.012 1.478 -0.2133 0.9889 1.0898
H 4.999 -3.835 4.464 0.3859 -0.4515 -0.1040
H 3.601 -4.601 3.726 0.1325 -0.0788 -0.3607
H 3.753 -2.862 3.893 -0.2044 -0.0724 -0.1563
H 4.032 -2.963 0.335 0.1422 -0.1201 0.0010
H 2.957 -2.824 1.736 -0.1090 -0.9916 -0.1569
H 3.671 -0.744 2.447 -0.1333 -0.3226 0.2204
H 3.454 -0.706 0.730 0.1812 0.0525 -0.1451
H 5.553 0.401 1.585 0.5202 0.1325 0.0040
H 5.887 -0.884 0.392 0.2358 0.1199 -0.0486
H 8.129 0.158 2.407 -0.5420 0.0900 -0.0847
H 8.761 -1.429 2.494 -0.1155 -0.3502 -0.1089
H 8.052 -0.861 0.956 0.2817 -0.0758 0.0374
H 5.142 -0.764 4.033 -0.3018 -0.4011 -0.2663
H 6.593 -1.548 4.551 0.2242 0.1018 0.3101
H 6.551 0.150 4.069 0.5934 -0.0878 -0.4969
H 4.009 -5.394 1.375 -0.2742 0.1282 0.2539
H 5.559 -5.738 2.090 0.2032 0.1147 -0.0879
H 5.401 -5.019 0.455 0.4410 0.5260 0.1952
H 6.989 -3.477 3.795 0.1638 -0.2706 0.6190
C -1.255 -5.027 -5.302 0.8629 -0.9284 -0.0975
C -0.074 -4.521 -4.451 -0.7554 0.5368 0.5925
C -0.677 -3.330 -3.662 0.9943 1.1384 0.2512
C 0.344 -2.762 -2.620 -1.6279 -0.9098 -1.0147
C 0.529 -3.882 -1.573 0.8658 1.4423 -1.8061
C 1.020 -5.272 -2.208 -3.5903 2.0292 1.2142
N 0.208 -5.579 -3.433 0.5967 0.4087 -0.1859
O 0.837 -6.738 -4.048 -0.3740 0.7586 0.0565
C 2.477 -5.159 -2.318 2.5001 -0.9643 -0.3134
C 0.547 -6.299 -1.202 1.3128 -1.1642 0.1784
C 1.144 -4.074 -5.290 0.3862 0.3513 0.5160
H -1.741 -4.311 -5.965 0.4267 0.3025 0.0676
H -2.025 -5.434 -4.646 0.0664 -0.0617 0.0564
H -0.830 -5.833 -5.900 -0.4308 -0.1994 -0.3052
H -0.959 -2.581 -4.402 0.1911 0.1726 -0.1603
H -1.628 -3.577 -3.190 0.1036 -0.4758 0.2357
H 0.010 -1.881 -2.072 -0.4171 0.0910 -0.1920
H 1.198 -2.417 -3.204 0.4607 -0.3189 0.4781
H -0.405 -3.848 -1.013 -0.0270 -0.7879 0.0057
H 1.289 -3.373 -0.980 0.3500 -1.0617 0.7787
H 2.835 -4.546 -3.145 -0.1983 0.4125 0.2931
H 2.930 -4.877 -1.368 -0.2532 0.7401 0.0288
H 3.037 -6.085 -2.454 -0.5439 -0.6201 -0.4578
H -0.523 -6.439 -1.048 0.0132 0.5868 -0.3156
H 0.944 -7.243 -1.576 -0.0426 -0.3967 0.3378
H 1.028 -6.093 -0.246 -0.0277 -0.1041 0.1917
H 1.786 -3.421 -4.700 -0.0171 -0.0571 0.1866
H 0.907 -3.437 -6.142 -0.4500 -0.3285 -0.2116
H 1.816 -4.877 -5.593 -0.4444 -0.2854 -0.1792
H 0.109 -7.363 -4.009 0.0518 -0.2622 -0.0966
C -1.418 3.049 3.473 0.2706 0.8928 0.6104
C -1.105 4.561 3.232 0.8890 0.1456 -1.2385
C -2.222 5.487 3.723 -0.0210 -0.4474 2.0670
C -2.317 5.406 5.275 0.9547 0.7387 -0.2665
C -0.942 5.816 5.961 -2.7361 -1.4441 -0.9895
C 0.236 5.032 5.380 0.8309 0.7268 0.4733
N 0.213 5.044 3.902 -2.3117 1.4298 -0.8495
O 1.404 4.537 3.299 -1.5659 -0.2930 1.1552
C 1.460 5.757 5.875 1.6485 -0.0445 -1.2946
C 0.430 3.661 6.012 -2.2037 -1.5527 0.7245
C -1.085 4.773 1.673 0.3899 0.5410 0.5949
H -1.759 2.908 4.499 -0.0351 -0.2154 -0.0893
H -0.508 2.460 3.350 0.0173 -0.1175 -0.1952
H -2.177 2.658 2.795 0.0223 0.1634 -0.1007
H -2.072 6.543 3.498 0.3713 -0.0980 -0.4801
H -3.153 5.168 3.255 -0.0882 -0.0256 0.0438
H -2.600 4.405 5.599 -0.0096 -0.0053 0.0085
H -3.042 6.105 5.692 -0.3324 -0.0865 -0.2356
H -1.179 5.514 6.981 0.8378 0.0498 0.3508
H -0.879 6.904 5.959 0.5527 -0.0737 -0.3645
H 1.334 6.004 6.929 0.3666 0.1230 -0.1678
H 2.279 5.065 5.680 0.3843 -0.1115 0.7889
H 1.799 6.556 5.215 -0.7026 0.7554 0.3467
H 0.779 2.888 5.328 0.5570 0.0698 0.1695
H 0.890 3.606 6.999 1.1046 0.5373 -0.4059
H -0.509 3.241 6.374 -0.7629 -0.0930 -0.5956
H -2.085 5.018 1.315 -0.3767 -0.6453 0.1955
H -0.690 3.921 1.119 0.1567 0.1101 0.0536
H -0.591 5.703 1.391 0.6986 -0.1498 0.2028
H 1.311 3.659 3.674 1.1202 -0.9476 -0.6036
```
Forces are in eV/Å.

Results
Orbital gap, eV: 7.95
SMILES string: CC1(C)CCCC(C)(C)N1O.CC1(C)CCCC(C)(C)N1O.CC1(C)CCCC(C)(C)N1O.CC1(C)CCCC(C)(C)N1O.CC1(C)CCCC(C)(C)N1O.NC(N)=O.NC(N)=O.OCCO.OCCO.OCCO.OCCO
Maximum force, eV Å⁻¹: 9.31
Net charge: 0

=====

(3)
Below is the ion CH6N5S with charge +1 in a non-equilibrium geometry, with properties calculated with the ωB97M-V functional and the def2-TZVPD basis.

```
13
Properties=species:S:1:pos:R:3:forces:R:3
C 0.731 -0.618 -0.565 0.8849 0.3633 3.2333
N 0.941 0.541 -1.343 0.6218 0.8869 -0.3328
N 0.641 1.535 -0.649 1.2059 2.2434 -3.3384
N 0.115 1.248 0.492 -0.5114 -2.1151 1.3633
N -0.122 -0.092 0.558 -1.0920 -0.9449 1.2076
N -1.690 -0.319 0.077 1.6439 -1.2759 0.8932
S 2.227 -1.348 0.389 0.0606 1.3392 -0.6546
H 0.267 -1.450 -1.034 -0.1975 -0.7037 -0.5459
H -0.261 1.920 1.150 0.3045 -0.0418 -0.1182
H -2.156 0.519 0.354 -0.8806 0.6461 -0.6034
H -1.953 -1.079 0.699 -0.2430 -0.0273 0.0705
H -1.686 -0.674 -0.871 -0.7152 0.6667 -0.5437
H 2.947 -0.183 0.743 -1.0819 -1.0367 -0.6309
```
Forces are in eV/Å.

Results
Energy above the lowest of the compared OMol25 structures with the same formula, charge and spin, kcal/mol: 40.3
Orbital gap, eV: 9.12
SMILES string: [NH3+]N1NN=N[C@H]1S
Maximum force, eV Å⁻¹: 4.20
Net charge: +1

=====

(4)
Below is a cluster of 7 separate species, H14O7 in total in a non-equilibrium geometry, with properties calculated with the ωB97M-V functional and the def2-TZVPD basis.

```
21
Properties=species:S:1:pos:R:3:forces:R:3
O -1.458 2.558 -1.198 -0.1770 -0.4953 0.3868
H -0.552 2.486 -1.499 0.2037 0.1577 -0.4603
H -1.416 3.151 -0.447 -0.0832 0.5144 0.1111
O 1.197 -2.234 -3.156 -0.1175 -0.1104 0.3299
H 0.900 -1.896 -4.001 -0.0904 -0.0374 -0.3184
H 1.603 -1.481 -2.726 0.2682 0.1816 0.0823
O -0.187 0.170 0.244 -1.0944 -0.2303 0.1326
H 0.383 -0.392 -0.282 0.6436 -0.7069 -0.1822
H 0.086 1.061 0.025 0.0695 0.2872 0.1000
O -0.856 -1.563 2.311 -1.0493 -0.4236 0.6097
H -0.661 -0.908 1.641 0.4042 0.9067 -1.1140
H 0.000 -1.811 2.661 0.8028 -0.4589 0.4141
O -3.123 0.244 0.499 -0.7028 -0.7403 0.6761
H -3.440 1.020 0.037 -0.4724 0.7688 -0.5535
H -2.176 0.249 0.355 1.4713 -0.0332 -0.3895
O 1.210 1.638 2.084 0.1735 -0.0841 -0.0806
H 0.335 1.252 2.135 -0.1220 -0.0351 0.2387
H 1.068 2.506 1.709 0.1455 0.4795 0.1524
O 2.103 -1.726 -0.127 -0.4900 0.2728 0.0031
H 1.996 -2.601 -0.498 -0.0875 -0.3761 -0.2752
H 2.989 -1.724 0.234 0.3041 0.1629 0.1369
```
Forces are in eV/Å.

Results
Energy above the lowest of the compared OMol25 structures with the same formula, charge and spin, kcal/mol: 33.5
2S+1: 2
Orbital gap (spin up / spin down), eV: 10.87 / 3.22
Maximum force, eV Å⁻¹: 1.52
Net charge: +1